[1]
Here is one molecule with the formula C6H12N2 from the Open Molecules 2025 dataset. Energies are from the ωB97M-V functional and the def2-TZVPD basis.

The geometry in XYZ format:
```
20
Properties=species:S:1:pos:R:3
C -1.5943 0.0233 -1.1444
C -0.3913 -0.1356 -0.2096
N -0.3685 0.8064 0.9053
C -1.1913 0.4327 2.0403
C 1.0094 1.0570 1.1280
C 1.7311 0.6299 0.1029
N 0.8903 0.0561 -0.8709
C 1.4236 -1.1166 -1.6009
H -2.5764 -0.1080 -0.6333
H -1.5076 1.0530 -1.5319
H -1.5126 -0.7303 -1.9471
H -0.3860 -1.1844 0.1593
H -2.2703 0.3722 1.7777
H -0.8924 -0.5444 2.5076
H -1.0665 1.1636 2.8611
H 1.2909 1.6877 1.9688
H 2.7830 0.6911 -0.1532
H 2.3596 -0.8305 -2.1047
H 1.5937 -1.9330 -0.8683
H 0.6756 -1.3900 -2.3869
```

Results
* charge: 0
* highest occupied orbital energy: -7.03 eV



[2]
Here is C6H12N2 as an isolated structure from the Open Molecules 2025 dataset. Energies are from the ωB97M-V functional and the def2-TZVPD basis.

The geometry in XYZ format:
```
20
Properties=species:S:1:pos:R:3
C 1.9777 -0.0563 -0.8486
C 0.8048 0.0142 2.3306
C 0.1222 -0.0107 0.9943
C 0.6117 -0.2827 -0.2611
N -0.9661 -0.2719 -2.1813
N -1.8968 1.2792 0.3079
C -0.5797 -0.7710 -0.9278
C -1.3123 0.0473 0.7552
H -1.5020 -0.8847 -2.7806
H -0.2800 0.2563 -2.7016
H -2.7736 1.1275 -0.1843
H -1.2800 1.7514 -0.3486
H -0.9428 -1.7661 -0.6998
H -1.9819 -0.4892 1.4349
H 2.7426 -0.3257 -0.1141
H 2.1560 0.9963 -1.0990
H 2.1499 -0.6606 -1.7429
H 1.7160 -0.5911 2.3293
H 0.1470 -0.3910 3.1076
H 1.0872 1.0288 2.6301
```

Results
* charge: 0
* highest occupied orbital energy: -7.01 eV



[3]
Here is a 2-piece molecular cluster, C6H12N2 overall from the Open Molecules 2025 dataset. Energies are from the ωB97M-V functional and the def2-TZVPD basis.

The geometry in XYZ format:
```
20
Properties=species:S:1:pos:R:3
C 1.5561 2.8831 0.5481
C 1.0567 1.6381 0.7131
C 1.8844 0.3785 0.6016
N -0.3006 1.3599 0.9737
H 0.9310 3.7634 0.6523
H 2.6267 3.0240 0.3432
H 1.4506 -0.2990 -0.1643
H 1.9088 -0.1783 1.5554
H 2.9066 0.6224 0.2932
H -0.4237 0.5734 1.6310
H -0.8160 2.1715 1.2895
C -0.5278 -2.7450 -1.5608
C -1.2012 -2.4644 -0.4164
N -2.4029 -1.7199 -0.3690
C -2.3898 -0.4964 -0.7608
H -0.8963 -2.3843 -2.4948
H 0.3436 -3.3678 -1.5226
H -0.8833 -2.8396 0.5464
H -3.3623 0.0767 -0.7767
H -1.4606 0.0038 -1.0823
```

Results
* charge: 0
* highest occupied orbital energy: -8.40 eV



[4]
Here is one molecule with the formula C6H12N2 from the Open Molecules 2025 dataset. Energies are from the ωB97M-V functional and the def2-TZVPD basis.

The geometry in XYZ format:
```
20
Properties=species:S:1:pos:R:3
C 0.6860 0.6744 -0.7141
C 0.9610 1.9516 -0.7156
C -1.5702 -0.1685 -0.6943
C 1.3134 -0.7197 -0.4743
C -2.2619 0.7157 0.2974
C 1.9390 -1.0170 0.8681
N -0.9899 -1.3632 -0.2122
N 0.1915 -1.7198 -0.7158
H 1.9843 2.1729 -0.7100
H 0.3357 2.8419 -0.7860
H -1.8469 -0.1298 -1.7705
H 2.1286 -0.7374 -1.2373
H -1.9209 0.2187 1.2364
H -3.3383 0.9691 0.2614
H -1.8043 1.6480 0.1821
H 2.1906 -2.0484 0.8429
H 1.0524 -0.9901 1.6719
H 2.7698 -0.3652 1.1260
H -0.9445 -1.4984 0.8815
H 0.1124 -1.9637 -1.6398
```

Results
* charge: 0
* highest occupied orbital energy (alpha / beta): -7.09 / -7.10 eV



[5]
Here is one molecule with the formula C6H12N2 from the Open Molecules 2025 dataset. Energies are from the ωB97M-V functional and the def2-TZVPD basis.

The geometry in XYZ format:
```
20
Properties=species:S:1:pos:R:3
C -2.3944 -1.4376 0.0797
N -1.3303 -0.8305 0.3671
N -0.9664 0.4205 0.2477
C -1.6119 1.6887 0.0240
C 0.6825 0.5519 0.4906
C 1.2436 1.6839 0.0251
C 1.4439 -0.7132 0.8929
C 1.7305 -1.4324 -0.4517
H -2.4894 -2.5303 0.3996
H -3.3462 -1.0660 -0.4636
H -1.4098 2.5137 0.7311
H -1.2741 2.0267 -1.0260
H -2.7253 1.3905 0.1865
H 0.6792 2.4646 -0.2586
H 2.2447 1.8795 -0.0104
H 2.3597 -0.4796 1.2192
H 0.8580 -1.3947 1.5578
H 0.9546 -2.0651 -0.6154
H 1.8946 -0.8450 -1.3724
H 2.6113 -2.0884 -0.2182
```

Results
* charge: 0
* highest occupied orbital energy: -7.88 eV



[6]
Here is one molecule with the formula C6H12N2 from the Open Molecules 2025 dataset. Energies are from the ωB97M-V functional and the def2-TZVPD basis.

The geometry in XYZ format:
```
20
Properties=species:S:1:pos:R:3
N -0.1179 -0.4403 1.5523
C -0.6241 -0.5689 0.0638
C 0.5704 -1.2997 -0.5572
C 1.7625 -0.2937 -0.3245
N 1.3785 1.0097 0.1165
C -0.0679 1.7441 0.0214
C -0.8650 0.6986 -0.6864
C -2.1073 -0.2043 -0.3161
H -0.3302 -1.4064 1.9963
H -0.7582 0.1007 2.1597
H 0.7237 -1.6748 -1.6469
H 0.9667 -2.1486 0.1308
H 2.6334 -0.6295 -0.0199
H 2.0965 -0.2926 -1.6006
H 1.5302 1.0289 1.0832
H -0.2830 1.5690 1.1652
H -0.0602 2.7161 -0.4394
H -0.5939 0.7313 -1.7580
H -2.7807 -0.6881 -1.0900
H -3.0733 0.0484 0.1499
```

Results
* charge: 0
* highest occupied orbital energy: -7.75 eV



[7]
Here is a 2-piece molecular cluster, C6H12N2 overall from the Open Molecules 2025 dataset. Energies are from the ωB97M-V functional and the def2-TZVPD basis.

The geometry in XYZ format:
```
20
Properties=species:S:1:pos:R:3
C -2.2715 -0.1855 1.7294
C -1.4723 -0.8054 0.6287
C -0.4915 -1.7488 0.6690
N -0.0466 -1.8650 -0.6290
C -0.7892 -1.0249 -1.3815
N -1.6518 -0.3650 -0.6592
H -3.3074 -0.1498 1.3951
H -1.9755 0.8613 1.7463
H -2.1832 -0.6982 2.6786
H -0.0978 -2.3454 1.4672
H 0.5825 -2.5649 -1.0005
H -0.7028 -0.9478 -2.4517
C 2.1194 1.4135 0.1683
C 1.4598 1.5214 -1.2070
H 2.3666 2.4068 0.5537
H 1.4237 0.9662 0.8865
H 3.0649 0.8816 0.1286
H 1.0040 0.5847 -1.5221
H 2.2122 1.7137 -1.9720
H 0.7565 2.3517 -1.2284
```

Results
* charge: 0
* highest occupied orbital energy: -8.59 eV



[8]
Here is one molecule with the formula C6H12N2 from the Open Molecules 2025 dataset. Energies are from the ωB97M-V functional and the def2-TZVPD basis.

The geometry in XYZ format:
```
20
Properties=species:S:1:pos:R:3
C -2.3188 0.0950 -0.3212
C -1.0573 -0.5486 0.2747
C -0.0608 0.5776 1.1485
C 1.2535 0.4301 0.3765
N 0.9894 1.1426 -0.9148
C 2.3202 -0.5458 -0.0173
C 1.0561 -1.1410 -0.0969
N -0.2346 -1.1721 -0.8001
H -2.0264 0.6882 -1.2525
H -3.1070 -0.7525 -0.6061
H -2.9285 0.6492 0.4148
H -1.4632 -1.3331 1.0015
H -0.4491 1.5677 1.3707
H -0.1250 0.1695 2.1373
H 1.6108 2.1372 -0.8866
H -0.0041 1.4956 -0.9791
H 2.8614 -1.0137 0.7695
H 2.9167 -0.1640 -0.8539
H 0.9197 -1.7279 0.8266
H -0.1531 -0.5541 -1.5916
```

Results
* charge: 0
* highest occupied orbital energy: -7.74 eV



no.,energy (Ha)
1,-345.28397
2,-345.24281
3,-345.25241
4,-345.12190
5,-345.15993
6,-345.08716
7,-345.32402
8,-345.14443